# 1
Here is a single C6H7ClN2 molecule from the OMol25 dataset. Energies are from ωB97M-V/def2-TZVPD.

The geometry in ORCA input format:
```
! wB97M-V def2-TZVPD RIJCOSX def2/J DEFGRID3
* xyz 0 1
C -1.15032 1.69035 0.03166
C -0.96513 0.45621 0.42279
C -3.05823 0.02726 -0.02666
C 1.30660 -0.53833 0.02903
C 0.29680 -1.49605 -0.55848
C -0.07869 -0.66647 0.69437
N -3.41112 1.22801 -0.15775
N -2.44774 2.13043 -0.14284
Cl -3.85194 -1.38266 0.09983
H -0.48199 2.53298 -0.13421
H 2.16154 -0.80092 0.55790
H 1.49343 0.31148 -0.62951
H -0.27994 -1.45021 -1.54996
H 0.61426 -2.56656 -0.49003
H -0.14921 -1.13076 1.70017
H -2.52857 2.92949 -0.78264
*
```

The calculation puts the relative energy (zero: lowest compared OMol25 entry of this formula, charge and spin) at 4.266 eV. For the LUMO energy, the calculation gives 0.9 eV. For the highest occupied orbital energy, the calculation gives -8.34 eV.

***

# 2
Here is a molecular structure, C36H35As3N3O8S2W from the OMol25 dataset. Energies are from ωB97M-V/def2-TZVPD.

The geometry in ORCA input format:
```
! wB97M-V def2-TZVPD RIJCOSX def2/J DEFGRID3
* xyz 1 3
W 0.57163 0.86686 0.69936
C 0.01391 -2.27501 -1.45892
C -0.97827 -1.18263 -1.93159
As -1.80284 -0.35596 -0.37564
C -3.39639 -1.49743 -0.27566
C -4.63979 -0.99329 0.09379
C -5.77967 -1.77980 -0.00685
C -5.69779 -3.08520 -0.46218
C -4.46034 -3.60581 -0.80631
C -3.32040 -2.82030 -0.70874
C -2.66738 1.22781 -1.08922
C -2.51727 1.60488 -2.41653
C -3.10790 2.77444 -2.87980
C -3.85453 3.56567 -2.02271
C -4.00708 3.19295 -0.69193
C -3.40934 2.03224 -0.22671
As 1.02207 -1.75978 0.17614
C 0.33270 -3.00455 1.48769
C 1.20700 -3.38947 2.50237
C 0.77789 -4.25117 3.49914
C -0.52335 -4.74136 3.48654
C -1.39773 -4.34527 2.48565
C -0.97071 -3.46666 1.49799
C 2.68242 -2.72184 -0.05764
C 3.92150 -2.19443 0.28178
C 5.06744 -2.95958 0.10638
C 4.97334 -4.24621 -0.40427
C 3.73022 -4.78357 -0.70840
C 2.58082 -4.02830 -0.52726
H 0.73557 -2.49918 -2.24510
H -0.50584 -3.20206 -1.21322
H -1.73536 -1.57450 -2.60998
H -0.42805 -0.39475 -2.44157
H -4.75217 0.01190 0.45704
H -6.73747 -1.35681 0.26665
H -6.58945 -3.69113 -0.55007
H -4.37438 -4.62449 -1.16135
H -2.37990 -3.26555 -1.00753
H -1.92857 1.00950 -3.10095
H -2.97163 3.06754 -3.91222
H -4.31714 4.47348 -2.38731
H -4.58306 3.81276 -0.01608
H -3.47539 1.78586 0.82547
H 2.22262 -3.01587 2.52585
H 1.46307 -4.54769 4.28249
H -0.85300 -5.42697 4.25608
H -2.41529 -4.71421 2.46991
H -1.68713 -3.12495 0.76727
H 3.99675 -1.19756 0.69468
H 6.03223 -2.54858 0.37298
H 5.86718 -4.83741 -0.55269
H 3.65086 -5.79712 -1.07898
H 1.61332 -4.46959 -0.73453
N -0.54776 -1.05829 3.55318
N 0.48012 -0.28612 4.13593
C 1.11326 0.64214 3.34113
O 1.54046 1.67316 3.77628
O 1.64901 0.11135 2.15468
H -1.43394 -0.57132 3.63015
H -0.61068 -1.93740 4.05149
H 0.20509 0.19093 4.98885
O -0.86713 3.28473 0.39488
As 0.41895 3.72451 1.62052
O 1.54282 2.48392 0.86384
O -0.63809 1.22888 1.89280
C 0.99487 5.11537 0.38132
C 1.13983 6.43983 0.77886
C 1.44590 7.41714 -0.16365
C 1.59821 7.08077 -1.49903
C 1.45943 5.75933 -1.92422
C 1.18475 4.81534 -0.96288
S 0.95821 3.02994 -1.54273
O 2.55237 2.77948 -1.72572
O 0.47480 3.17681 -2.88490
O 0.46508 1.29849 -1.13708
H -1.49603 3.99451 0.20928
H 0.99998 6.71450 1.81843
H 1.55472 8.44822 0.14471
H 1.82487 7.84935 -2.22647
H 1.56423 5.48664 -2.96521
S 4.89529 1.81804 -2.08431
C 4.35268 0.31295 -2.62483
C 3.28905 -0.16108 -1.84211
N 2.88720 0.57772 -0.83809
C 3.42994 1.90535 -0.97624
H 4.79914 -0.20451 -3.45831
H 2.85353 -1.13350 -2.02670
H 3.72187 2.34299 -0.02712
*
```

The calculation puts the relative energy (zero: lowest compared OMol25 entry of this formula, charge and spin) at 2.553 eV. For the LUMO energy (spin up / spin down), the calculation gives -3.2 / -4.2 eV. For the highest occupied orbital energy (spin up / spin down), the calculation gives -10.13 / -11.01 eV.

***

# 3
Here is a molecular structure, C4H7NO2 from the OMol25 dataset. Energies are from ωB97M-V/def2-TZVPD.

The geometry in ORCA input format:
```
! wB97M-V def2-TZVPD RIJCOSX def2/J DEFGRID3
* xyz 0 1
C 0.35738 1.65092 0.26273
C -0.76640 0.70216 -0.09235
C 0.34014 -0.75828 -1.16068
N 0.78988 -1.55892 -0.21387
C -0.43874 -1.39276 1.42587
O -0.48433 -1.73973 2.51869
O -1.35628 0.08885 0.84262
H 1.19184 1.09345 0.70382
H 0.00093 2.36657 1.01063
H 0.71835 2.20078 -0.61192
H -1.34365 0.88283 -1.00712
H 0.99263 0.05411 -1.47119
H -0.39464 -1.10145 -1.89380
H 0.38101 -2.48755 -0.28939
*
```

The calculation puts the relative energy (zero: lowest compared OMol25 entry of this formula, charge and spin) at 4.414 eV. For the LUMO energy, the calculation gives 0.3 eV. For the highest occupied orbital energy, the calculation gives -9.54 eV.

***

# 4
Here is 2 unconnected molecules or ions with the total composition C3H13NSi2 from the OMol25 dataset. Energies are from ωB97M-V/def2-TZVPD.

The geometry in ORCA input format:
```
! wB97M-V def2-TZVPD RIJCOSX def2/J DEFGRID3
* xyz 0 1
C 0.97444 2.22690 0.21222
C -0.64860 1.58348 -1.54319
C 0.60584 -2.33610 1.50703
N -0.20321 1.51749 -0.18249
Si 0.20817 -3.00740 -0.10313
Si -1.22280 0.93169 1.03339
H 1.14020 3.03142 -0.47340
H 0.77488 2.68765 1.18417
H 1.79783 1.57050 0.25008
H -0.02049 2.25333 -2.07789
H -0.64668 0.65619 -1.87900
H -1.61056 1.92533 -1.67424
H 0.68094 -1.27205 1.80717
H 0.94309 -2.83660 2.45290
H -0.97785 -3.84682 -0.14520
H -0.01874 -1.90627 -0.89336
H 1.18907 -3.87512 -0.75077
H -1.64976 -0.38938 0.53399
H -0.95076 1.46499 2.39122
*
```

The calculation puts the relative energy (zero: lowest compared OMol25 entry of this formula, charge and spin) at 6.428 eV. For the LUMO energy (spin up / spin down), the calculation gives 0.2 / -0.7 eV. For the highest occupied orbital energy (spin up / spin down), the calculation gives -8.92 / -6.20 eV.

***

# 5
Here is a molecular structure, C21H18F6FeN7OS2 from the OMol25 dataset. Energies are from ωB97M-V/def2-TZVPD.

The geometry in ORCA input format:
```
! wB97M-V def2-TZVPD RIJCOSX def2/J DEFGRID3
* xyz 1 5
Fe 0.18679 -0.21496 -0.54565
N -2.03677 -0.22769 -3.01909
C -0.93469 -0.77686 -3.36543
N 0.09179 -0.83355 -2.47004
C 1.19561 -1.34192 -3.01134
C 1.06264 -1.76461 -4.34045
S -0.49400 -1.45244 -4.93476
C 2.37327 -1.36521 -2.17587
C 3.57828 -1.90259 -2.45796
S 4.63526 -1.68917 -1.12248
C 3.35662 -0.88216 -0.24884
N 2.23492 -0.76302 -0.93149
N 3.56926 -0.46393 0.99369
H -1.95850 0.23640 -1.81970
H -2.79845 -0.14101 -3.67914
H 1.82606 -2.20983 -4.95844
H 3.89667 -2.40967 -3.35376
H 4.46371 -0.59290 1.43167
H 2.82452 -0.05433 1.54025
C 2.33049 4.16655 1.86218
C 1.79878 3.82624 0.62340
C 1.22016 2.58595 0.43145
C 1.16799 1.65871 1.47832
C 1.69031 2.00627 2.72892
C 2.26658 3.25447 2.90670
N 0.60651 0.40863 1.21938
N 0.67981 -0.48305 2.19519
C 0.17984 -1.68743 1.83923
C 0.06610 -2.71368 2.80063
C -0.45423 -3.92244 2.42837
C -0.86143 -4.13205 1.09951
C -0.71324 -3.09911 0.21111
N -0.20474 -1.90392 0.55203
H 2.77791 5.13931 2.01430
H 1.82626 4.53673 -0.19247
H 0.77468 2.34299 -0.52930
H 1.62049 1.30128 3.54469
H 2.66157 3.52047 3.87883
H 0.38117 -2.50602 3.81297
H -0.55770 -4.71590 3.15698
H -1.27894 -5.07498 0.77914
H -1.00691 -3.20812 -0.82782
C -3.88385 0.04210 -0.27145
C -2.78516 1.09994 -0.16367
O -1.61997 0.69709 -0.84020
C -3.25415 2.40835 -0.84402
F -2.34337 3.37685 -0.76556
F -3.45334 2.15913 -2.16204
F -4.40504 2.86476 -0.35386
C -2.51715 1.34553 1.33421
F -2.14102 0.19902 1.91880
F -1.57192 2.25611 1.54704
F -3.62904 1.76196 1.95243
H -4.17283 -0.09779 -1.31123
H -4.76759 0.33273 0.29226
H -3.50001 -0.89726 0.12236
*
```

For the LUMO energy (spin up / spin down), the calculation gives -3.5 / -6.2 eV. For the highest occupied orbital energy (spin up / spin down), the calculation gives -9.02 / -10.60 eV.

***

# 6
Here is 2 unconnected molecules or ions with the total composition CH6NPS from the OMol25 dataset. Energies are from ωB97M-V/def2-TZVPD.

The geometry in ORCA input format:
```
! wB97M-V def2-TZVPD RIJCOSX def2/J DEFGRID3
* xyz 0 1
C 0.65556 1.17015 -0.54432
N 0.27856 -1.41161 0.11841
P -2.50477 0.24766 -0.14208
S -0.40161 -0.05952 -0.61461
H 0.16968 1.99550 -0.05062
H 1.66487 0.81470 -0.50153
H -0.16959 -2.27264 -0.14128
H 0.42185 -1.28882 1.12206
H -3.09133 -1.29251 1.38601
H 0.02467 -0.81459 -1.64535
*
```

The calculation puts the relative energy (zero: lowest compared OMol25 entry of this formula, charge and spin) at 8.198 eV. For the LUMO energy (spin up / spin down), the calculation gives -1.0 / -1.1 eV. For the highest occupied orbital energy (spin up / spin down), the calculation gives -8.03 / -8.02 eV.

***

# 7
Here is a molecular structure, C15H36KN7O3 from the OMol25 dataset. Energies are from ωB97M-V/def2-TZVPD.

The geometry in ORCA input format:
```
! wB97M-V def2-TZVPD RIJCOSX def2/J DEFGRID3
* xyz 0 1
K 0.32394 0.22893 -0.56917
C -0.76431 -0.59143 3.14772
C 0.67552 -0.07465 3.19492
N 1.14510 0.64710 2.01714
C 1.18285 2.10036 2.11911
C -0.13653 2.78377 1.76840
N -0.46791 2.66909 0.35523
C -1.74410 3.28095 0.01133
C -2.21028 2.95511 -1.40865
C -3.04208 1.68141 -1.53977
N -2.27431 0.46427 -1.32325
C -3.00177 -0.69392 -0.81536
C -2.71162 -0.97873 0.65259
N -1.33424 -1.41603 0.84774
C -1.01140 -1.78663 2.22272
H -1.45328 0.22121 2.90292
H -1.01752 -0.90272 4.16633
H 1.33345 -0.93315 3.35523
H 0.77943 0.56526 4.08288
H 2.02240 0.26591 1.69195
H 1.96181 2.47393 1.44870
H 1.44723 2.42290 3.13740
H -0.08046 3.83311 2.10109
H -0.94520 2.32415 2.34555
H 0.28281 3.07607 -0.19616
H -1.71356 4.37348 0.14165
H -2.48880 2.91265 0.72566
H -1.34675 2.91027 -2.08199
H -2.82697 3.78359 -1.76866
H -3.53980 1.68209 -2.52016
H -3.83959 1.71200 -0.79143
H -1.71518 0.22513 -2.13486
H -2.74191 -1.58178 -1.40253
H -4.08432 -0.56276 -0.92885
H -3.43487 -1.72444 1.02186
H -2.87855 -0.06071 1.22476
H -1.14407 -2.19299 0.22281
H -0.11134 -2.40621 2.19453
H -1.81625 -2.40247 2.65269
N -1.12979 -2.80525 -3.42994
N 0.03811 -2.58655 -2.65665
C 0.73756 -1.38069 -2.73652
O 1.89403 -1.37792 -2.22073
O 0.12142 -0.38227 -3.17986
H -0.85373 -2.90721 -4.40552
H -1.62916 -1.92265 -3.40462
H 0.59116 -3.41313 -2.50963
C 3.42505 -2.84862 2.26665
C 3.34314 -2.74990 0.76080
O 2.33214 -1.81420 0.42365
H 4.19137 -3.56488 2.56697
H 2.46982 -3.17505 2.68187
H 3.67627 -1.87914 2.70176
H 3.11246 -3.73147 0.33135
H 4.30889 -2.43356 0.35106
H 2.26716 -1.75573 -0.55509
C 2.76808 1.31695 -3.62038
C 2.38921 2.05470 -2.41887
N 2.13577 2.68794 -1.49328
H 1.94265 1.34203 -4.32849
H 2.92958 0.27393 -3.35000
H 3.66124 1.76860 -4.04662
*
```

The calculation puts the relative energy (zero: lowest compared OMol25 entry of this formula, charge and spin) at 0.329 eV. For the LUMO energy, the calculation gives 0.5 eV. For the highest occupied orbital energy, the calculation gives -8.46 eV.

***

# 8
Here is 2 unconnected molecules or ions with the total composition C8H19N2O4 from the OMol25 dataset. Energies are from ωB97M-V/def2-TZVPD.

The geometry in ORCA input format:
```
! wB97M-V def2-TZVPD RIJCOSX def2/J DEFGRID3
* xyz 1 1
C -3.46461 -0.65971 -0.55382
C -3.29246 -1.24619 -2.09846
O -4.00602 -0.76415 -3.13928
O -2.28321 -2.31508 -2.37155
C -1.10564 -1.53557 -2.86304
C 0.26315 -1.85347 -1.98645
C 1.26858 -0.53357 -2.01430
C 1.19505 0.33879 -0.60347
C -0.02725 1.42972 -0.55642
N -0.42898 1.87022 0.83850
C 0.78629 1.85744 1.78940
O 0.70744 0.93118 2.78367
O 1.96669 2.72875 1.62855
H -3.78711 -1.52678 0.16866
H -4.23403 0.22015 -0.61701
H -2.39771 -0.30400 -0.22547
H -1.32259 -0.36457 -2.78286
H -0.86581 -1.84231 -3.98191
H 0.83677 -2.71735 -2.55464
H 0.03064 -2.24741 -0.90733
H 1.01804 0.18423 -2.92796
H 2.39568 -0.92239 -2.07493
H 2.21943 0.93943 -0.55752
H 1.19783 -0.44733 0.26310
H -0.97627 1.05676 -1.16342
H 0.32409 2.42027 -1.12243
H -1.13120 1.16458 1.19319
H 1.97465 3.16421 0.72060
N 2.62768 0.19479 5.14329
H 1.90468 0.19123 4.41438
H 2.58743 -0.68582 5.66968
H 3.55250 0.29122 4.70762
H 2.46628 0.98272 5.78159
*
```

The calculation puts the relative energy (zero: lowest compared OMol25 entry of this formula, charge and spin) at 6.662 eV. For the LUMO energy, the calculation gives -3.9 eV. For the highest occupied orbital energy, the calculation gives -12.25 eV.